Formula: CH10O3S2
Source: OMol25
Level of theory: the ωB97M-V functional and the def2-TZVPD basis

Bonds (Å) are listed after each position.
Element x y z (Å)
1 C 1.57092 1.47480 0.54976  H3 1.100, H9 1.067, H11 1.169, S13 1.831
2 H -1.67309 0.09288 1.39659  O6 0.956
3 H 1.07524 2.45124 0.65889  C1 1.100
4 O -1.95138 -0.34013 -2.00772  H14 0.935, H16 0.981
5 H 0.95165 -1.85740 2.87832  S10 1.362
6 O -1.81955 0.76449 0.73242  H2 0.956, H15 0.970
7 H -0.37211 -1.74575 -2.10843  O12 0.998
8 H 0.99361 -1.42115 -1.56831  O12 0.884
9 H 1.12716 1.01909 -0.30727  C1 1.067
10 S 2.04878 -1.13550 2.51829  H5 1.362, S13 2.019
11 H 2.69247 1.47041 0.22134  C1 1.169
12 O 0.30369 -1.94905 -1.40223  H7 0.998, H8 0.884
13 S 1.43099 0.76548 2.23245  C1 1.831, S10 2.019
14 H -2.35808 0.44353 -2.31629  O4 0.935
15 H -1.32848 0.53482 -0.07181  O6 0.970
16 H -2.69183 -0.56778 -1.40601  O4 0.981

As for the net charge: +1. As for the gap between HOMO and LUMO (alpha / beta): 0.3447 / 0.2056 hartree. Its HOMO energy (alpha / beta) is -14.4 / -14.4 eV. For the energy relative to the best compared isomer or geometry (same formula, charge and spin), the calculation gives 161.37 kJ/mol. As for the multiplicity: 2. As for the expectation value of S²: 0.755. For the total energy, the calculation gives -29002.492 eV.